No. 1
DFT (ωB97M-V/def2-TZVPD) results for a single C7H10 molecule.

Values from the calculation:
Energy above the lowest of the compared OMol25 structures with the same formula, charge and spin = 308.0 kJ/mol
Max |F| = 0.521 eV/Å
HOMO-LUMO gap = 0.3244 Ha

Each line ends with the Löwdin charge.
Positions of all 17 atoms, in Å:
C (-1.505, 0.505, 0.029)  -0.215
C (-0.643, -0.552, -0.679)  -0.307
C (0.455, 0.357, -1.244)  -0.128
C (0.746, 1.049, 0.105)  -0.348
C (1.046, -0.208, 1.010)  -0.138
C (0.052, -1.286, 0.497)  -0.146
C (-0.551, 1.427, 0.744)  0.105
H (-1.950, 1.217, -0.695)  0.135
H (-2.338, 0.114, 0.625)  0.110
H (-1.154, -1.204, -1.395)  0.135
H (0.084, 1.061, -2.002)  0.115
H (1.313, -0.185, -1.661)  0.118
H (1.540, 1.797, 0.157)  0.125
H (2.095, -0.493, 0.860)  0.118
H (0.917, 0.010, 2.073)  0.105
H (0.543, -2.218, 0.198)  0.109
H (-0.680, -1.506, 1.279)  0.107

Atoms 1-6, force components in eV/Å:
0.00 -0.01 0.13
-0.02 -0.02 0.00
-0.04 -0.03 -0.01
0.05 0.18 0.04
-0.10 -0.13 0.15
0.08 0.20 -0.12

---

No. 2
DFT (ωB97M-V/def2-TZVPD) results for 2 unconnected molecules or ions with the total composition C5H8ClN3O at a distorted geometry.

Values from the calculation:
Energy above the lowest of the compared OMol25 structures with the same formula, charge and spin = 47.2 kJ/mol
SMILES = C[C@@H](O)/C=C1\N=CN=N1.Cl
Max |F| = 3.289 eV/Å
HOMO-LUMO gap (alpha / beta) = 0.3086 / 0.3086 Ha

Each line ends with the Löwdin charge.
Positions of all 18 atoms, in Å:
C (1.346, 1.560, -1.477)  0.011
C (0.807, 0.060, -1.399)  -0.416
O (1.894, -0.767, -1.681)  -0.029
C (0.470, -0.256, -0.010)  0.079
C (-0.828, -0.430, 0.450)  -0.354
N (-1.957, -0.016, -0.181)  0.144
C (-2.856, -0.134, 0.754)  -0.151
N (-2.377, -0.907, 1.792)  0.046
N (-1.142, -0.972, 1.697)  -0.023
H (2.271, 1.567, -0.869)  0.102
H (0.648, 2.288, -1.093)  0.074
H (1.345, 1.790, -2.506)  0.062
H (-0.073, -0.192, -2.008)  0.149
H (1.892, -1.454, -0.969)  0.110
H (1.263, -0.641, 0.630)  0.091
H (-3.911, -0.013, 0.604)  0.108
Cl (1.213, -0.536, 3.334)  0.225
H (-0.007, -0.946, 2.934)  -0.228

Atoms 1-6, force components in eV/Å:
-1.13 -1.66 1.10
0.19 1.74 0.85
0.69 -1.62 0.25
-2.78 -1.29 1.19
2.88 0.58 -0.58
-0.84 1.61 -0.09

---

No. 3
DFT (ωB97M-V/def2-TZVPD) results for a molecular structure, H32InO16 at a distorted geometry.

Values from the calculation:
Energy above the lowest of the compared OMol25 structures with the same formula, charge and spin = 731.3 kJ/mol
Total charge = +3
Max |F| = 3.314 eV/Å
HOMO-LUMO gap = 0.0537 Ha

Each line ends with the Löwdin charge.
Positions of all 49 atoms, in Å:
In (1.743, -1.352, -1.473)  1.038
O (0.410, -6.500, 2.880)  0.029
H (-0.364, -7.104, 2.796)  0.092
H (0.372, -6.263, 3.806)  0.058
O (-2.188, 3.557, -4.656)  0.094
H (-1.812, 3.914, -5.464)  0.081
H (-1.484, 3.054, -4.247)  0.055
O (3.813, -5.784, -3.399)  0.008
H (3.741, -6.750, -3.216)  0.091
H (4.371, -5.634, -4.147)  0.037
O (4.523, -2.270, -4.953)  0.004
H (4.236, -2.900, -4.259)  0.039
H (4.094, -2.617, -5.741)  0.060
O (-4.270, 0.982, 4.172)  0.109
H (-3.784, 0.183, 3.953)  0.043
H (-4.367, 0.939, 5.093)  0.055
O (-3.243, 0.575, -1.180)  -0.009
H (-3.924, 1.310, -1.206)  0.094
H (-3.381, 0.023, -1.952)  0.055
O (-1.196, -2.280, -1.452)  -0.164
H (-1.604, -1.670, -0.853)  0.009
H (-1.749, -3.106, -1.409)  0.055
O (-3.126, -4.760, -1.966)  -0.010
H (-3.441, -5.641, -1.560)  0.125
H (-2.759, -4.932, -2.804)  0.025
O (2.537, 2.749, -2.202)  -0.061
H (2.182, 3.422, -1.596)  0.046
H (3.484, 2.975, -2.454)  0.100
O (0.220, 5.911, -0.003)  0.004
H (-0.242, 6.457, 0.657)  0.075
H (-0.156, 6.188, -0.840)  0.044
O (3.115, 1.262, 2.603)  0.031
H (3.156, 0.500, 3.160)  0.046
H (2.764, 2.021, 3.158)  0.042
O (-2.684, 3.839, -1.634)  0.055
H (-2.016, 4.540, -1.374)  0.090
H (-2.647, 3.178, -0.979)  0.004
O (3.246, 3.703, 4.418)  -0.012
H (3.474, 4.120, 5.237)  0.056
H (3.951, 3.931, 3.765)  0.091
O (0.114, 2.914, 2.698)  -0.015
H (0.735, 3.610, 2.964)  0.049
H (-0.228, 2.646, 3.596)  0.088
O (-2.275, 0.012, 2.372)  -0.001
H (-1.314, 0.288, 2.495)  0.089
H (-2.840, 0.782, 2.231)  0.049
O (0.003, -3.365, 1.358)  -0.073
H (0.287, -2.542, 1.917)  0.098
H (0.521, -4.118, 1.691)  0.036

Atoms 1-6, force components in eV/Å:
-0.38 -0.22 -0.07
-0.94 -0.44 -0.46
0.72 0.40 -0.17
0.22 0.16 0.62
-0.42 0.13 0.17
0.06 0.17 -0.52